(1)
{"formula": "C18H38NO4P", "method": "wB97M-V/def2-TZVPD", "species": ["C", "C", "C", "C", "P", "C", "C", "C", "C", "C", "C", "N", "H", "H", "H", "H", "H", "H", "H", "H", "H", "H", "H", "H", "H", "H", "H", "H", "H", "H", "H", "H", "H", "H", "H", "H", "H", "H", "O", "C", "O", "C", "C", "C", "H", "H", "H", "H", "H", "H", "O", "C", "O", "C", "C", "C", "H", "H", "H", "H", "H", "H"], "positions_angstrom": [[5.006, -2.364, -0.642], [3.914, -1.470, -1.299], [2.521, -1.541, -0.602], [1.468, -0.944, -1.625], [-0.137, -0.326, -0.815], [0.705, 1.070, 0.133], [1.608, 2.009, -0.728], [-1.840, 0.085, -0.038], [-2.845, -1.118, -0.246], [-4.292, -0.557, -0.453], [-5.125, -1.420, -1.469], [-6.497, -0.821, -1.493], [5.155, -2.026, 0.402], [5.977, -2.204, -1.156], [4.759, -3.439, -0.690], [3.782, -1.830, -2.342], [4.264, -0.422, -1.392], [2.272, -2.616, -0.504], [2.487, -1.036, 0.376], [1.940, -0.222, -2.324], [1.175, -1.814, -2.262], [-0.710, -0.242, -2.127], [-0.232, -1.603, -0.140], [-0.101, 1.705, 0.553], [1.268, 0.698, 1.011], [2.560, 1.476, -0.926], [1.865, 2.956, -0.214], [1.151, 2.293, -1.694], [-1.773, 0.213, 1.067], [-2.241, 1.037, -0.444], [-2.513, -1.793, -1.064], [-2.875, -1.747, 0.666], [-4.269, 0.474, -0.847], [-4.830, -0.537, 0.512], [-4.623, -1.280, -2.442], [-5.169, -2.478, -1.144], [-6.951, -1.218, -0.676], [-6.937, -1.130, -2.353], [-7.070, -0.496, 1.458], [-7.218, 0.692, 1.525], [-7.064, 1.400, 2.670], [-7.420, 2.774, 2.438], [-7.276, 2.975, 0.942], [-7.636, 1.601, 0.400], [-8.446, 2.929, 2.783], [-6.756, 3.422, 3.009], [-7.898, 3.781, 0.554], [-6.237, 3.205, 0.697], [-8.711, 1.493, 0.242], [-7.091, 1.366, -0.511], [8.581, 2.507, 0.951], [8.498, 1.315, 0.931], [9.313, 0.521, 0.191], [8.886, -0.846, 0.300], [8.093, -0.912, 1.590], [7.478, 0.476, 1.662], [8.279, -1.092, -0.575], [9.758, -1.499, 0.317], [7.361, -1.719, 1.605], [8.771, -1.057, 2.435], [6.527, 0.531, 1.128], [7.358, 0.817, 2.688]], "forces_ev_per_angstrom": [[0.148, 0.975, -0.108], [0.099, -0.656, 0.083], [0.018, 0.188, -1.775], [0.518, -0.825, 0.205], [0.232, -0.309, 1.034], [-0.295, 1.419, -0.159], [0.500, -0.534, 0.107], [-0.579, -0.869, 0.487], [-0.273, 1.160, 0.312], [-0.013, -1.232, -0.545], [0.116, 1.531, 1.039], [1.152, -0.638, -0.516], [-0.102, -0.477, -0.309], [-0.504, -0.221, 0.205], [0.025, 0.510, 0.167], [-0.022, 0.233, 0.505], [-0.166, -0.457, 0.211], [0.095, 0.568, 0.436], [0.178, -0.264, -0.290], [-0.255, -0.169, 0.505], [-0.058, 0.625, 0.239], [-0.130, 0.216, 0.088], [0.146, 0.220, -0.201], [0.328, -0.508, -0.182], [-0.270, -0.063, -0.570], [-0.433, 0.474, -0.132], [-0.228, -0.573, -0.031], [0.133, -0.285, 0.424], [0.309, 0.132, -0.626], [0.142, -0.494, 0.028], [-0.292, 0.466, 0.101], [0.283, 0.260, -0.500], [-0.002, -0.427, 0.106], [0.286, 0.040, -0.426], [-0.424, -0.457, 0.254], [0.354, 0.347, -0.375], [-0.479, 0.214, -0.230], [-0.398, -0.091, 0.306], [0.091, 0.005, 0.493], [-0.339, -0.335, -0.306], [0.098, -0.122, -0.059], [-0.014, 0.334, 0.099], [-0.053, 0.206, -0.197], [0.311, 0.618, -0.072], [0.024, -0.047, -0.011], [0.004, -0.207, 0.133], [-0.005, -0.014, 0.091], [-0.042, 0.004, 0.029], [0.035, -0.107, -0.054], [-0.227, -0.346, 0.003], [0.291, -0.037, -0.128], [-0.323, 0.445, -0.035], [0.007, 0.042, 0.082], [0.046, -0.271, -0.094], [-0.220, -0.246, 0.265], [0.212, -0.484, 0.201], [0.002, 0.036, 0.023], [0.075, 0.182, -0.113], [0.060, -0.005, -0.077], [-0.013, -0.016, -0.052], [-0.001, 0.104, 0.050], [-0.159, 0.231, -0.137]], "nbo_charge": [-0.610, -0.387, -0.418, -0.752, 1.084, -0.722, -0.614, -0.743, -0.423, -0.400, -0.215, -0.863, 0.193, 0.202, 0.210, 0.197, 0.194, 0.204, 0.195, 0.208, 0.209, -0.067, -0.068, 0.226, 0.237, 0.205, 0.217, 0.208, 0.207, 0.199, 0.189, 0.208, 0.191, 0.215, 0.182, 0.171, 0.379, 0.353, -0.588, 0.804, -0.487, -0.071, -0.429, -0.549, 0.177, 0.197, 0.221, 0.210, 0.234, 0.280, -0.557, 0.787, -0.488, -0.071, -0.430, -0.529, 0.178, 0.198, 0.224, 0.210, 0.236, 0.243], "smiles": "CCCC[PH2](CC)CCCCN.O=C1CCCO1.O=C1CCCO1", "lumo_ev": 0.686, "total_charge": 0, "gap_ev": 8.5}

(2)
{"formula": "C18H38O14V", "method": "wB97M-V/def2-TZVPD", "species": ["V", "O", "H", "O", "H", "C", "O", "C", "O", "O", "C", "H", "H", "H", "H", "H", "H", "C", "O", "C", "O", "O", "C", "H", "H", "H", "H", "H", "H", "C", "O", "C", "O", "O", "C", "H", "H", "H", "H", "H", "H", "C", "C", "O", "C", "H", "H", "H", "H", "H", "H", "C", "C", "O", "C", "H", "H", "H", "H", "H", "H", "C", "C", "O", "C", "H", "H", "H", "H", "H", "H"], "positions_angstrom": [[2.077, -0.878, 1.962], [2.899, 0.795, 2.251], [2.926, 1.544, 1.646], [0.822, -0.220, 0.766], [0.531, 0.100, -0.088], [-0.060, 1.915, 4.049], [-0.598, 0.750, 4.707], [-0.220, -0.416, 4.333], [0.720, -0.623, 3.547], [-1.058, -1.324, 4.736], [-0.785, -2.735, 4.561], [1.027, 1.884, 4.102], [-0.434, 2.767, 4.598], [-0.371, 1.940, 3.009], [-0.191, -2.881, 3.663], [-1.766, -3.197, 4.542], [-0.251, -3.138, 5.421], [0.044, -2.481, -1.308], [1.126, -3.424, -1.266], [2.149, -3.098, -2.069], [2.273, -2.044, -2.630], [2.939, -4.137, -2.176], [4.092, -3.986, -3.037], [0.356, -1.449, -1.303], [-0.555, -2.585, -0.408], [-0.538, -2.754, -2.181], [4.594, -4.938, -3.108], [4.764, -3.233, -2.625], [3.722, -3.600, -3.986], [6.416, 4.357, -1.751], [5.152, 4.357, -1.077], [4.279, 3.466, -1.497], [4.292, 2.843, -2.518], [3.313, 3.382, -0.582], [2.299, 2.443, -0.798], [6.944, 3.436, -1.505], [6.994, 5.202, -1.398], [6.262, 4.423, -2.825], [2.727, 1.431, -0.813], [1.659, 2.650, -1.652], [1.668, 2.380, 0.096], [-1.957, 1.889, 0.214], [-2.504, 3.286, 0.360], [-2.172, 4.007, 1.261], [-3.525, 3.736, -0.660], [-1.483, 1.551, 1.135], [-1.152, 2.015, -0.526], [-2.688, 1.142, -0.082], [-4.545, 3.820, -0.293], [-3.500, 3.129, -1.566], [-3.226, 4.752, -0.931], [-0.724, -0.143, -3.742], [-2.215, -0.331, -3.948], [-2.815, 0.319, -4.761], [-2.922, -1.250, -2.998], [-0.183, -1.070, -3.576], [-0.613, 0.487, -2.850], [-0.296, 0.379, -4.593], [-3.999, -1.216, -3.166], [-2.857, -0.849, -1.973], [-2.563, -2.274, -2.935], [-2.483, -2.236, 1.457], [-3.700, -1.612, 2.118], [-3.719, -0.426, 2.322], [-4.776, -2.557, 2.568], [-2.271, -3.250, 1.801], [-1.595, -1.636, 1.677], [-2.602, -2.249, 0.371], [-5.317, -2.943, 1.698], [-5.502, -1.990, 3.146], [-4.334, -3.403, 3.087]], "forces_ev_per_angstrom": [[-1.829, 5.359, -0.635], [-0.572, -2.847, 0.209], [0.092, -0.118, -0.270], [1.020, -1.529, 1.824], [0.415, -0.008, -0.233], [0.777, 0.083, -0.043], [-0.289, 0.274, 0.425], [-0.485, -0.005, -1.401], [1.094, -0.842, -0.273], [0.172, -0.594, 0.696], [0.178, 0.363, 0.226], [-0.020, 0.043, -0.012], [-0.170, 0.008, 0.008], [-0.177, -0.024, 0.023], [-0.283, -0.188, -0.111], [0.032, -0.075, -0.336], [0.065, 0.282, 0.042], [-0.356, -0.539, 0.183], [-0.005, 0.418, 0.701], [-0.240, -0.036, -0.509], [0.124, 0.420, -0.008], [0.651, -0.813, 0.352], [-0.447, 0.987, -0.001], [0.374, -0.007, -0.560], [0.076, -0.523, 0.015], [-0.210, 0.393, -0.026], [-0.201, -0.208, -0.008], [0.004, -0.083, 0.079], [0.278, -0.279, -0.182], [0.028, -0.283, -0.364], [0.351, 0.309, 0.467], [-0.283, 0.054, -0.267], [0.261, -0.398, -0.402], [-0.247, 0.619, 0.958], [-0.366, -1.309, 0.582], [0.025, -0.007, -0.103], [-0.202, 0.148, 0.146], [0.071, -0.009, -0.018], [0.038, 0.125, -0.785], [0.261, -0.021, -0.219], [0.009, 0.763, -0.008], [0.781, 0.097, 0.141], [-1.302, -0.420, 0.221], [0.457, 0.186, 0.340], [0.673, 0.578, -0.630], [-0.087, 0.128, 0.073], [-0.206, -0.407, -0.203], [-0.062, 0.133, -0.293], [0.056, -0.292, 0.323], [-0.135, -0.078, 0.073], [-0.140, -0.030, -0.075], [-0.163, 0.108, -0.127], [0.578, 0.108, 0.175], [-0.220, 0.041, -0.242], [-0.963, 0.205, 1.027], [-0.011, -0.044, 0.005], [0.104, -0.054, -0.028], [-0.014, 0.065, 0.001], [0.103, -0.282, -0.442], [0.442, 0.046, -0.144], [0.098, -0.033, -0.340], [0.474, -0.018, 0.009], [0.687, -0.449, 0.211], [-0.224, 0.313, -0.044], [-0.434, 0.525, -0.443], [-0.282, -0.074, -0.137], [-0.165, 0.196, -0.084], [-0.150, -0.081, 0.031], [0.172, -0.120, -0.050], [0.066, -0.227, 0.302], [-0.149, -0.025, 0.190]], "lowdin_charge": [1.318, -0.283, 0.004, -0.307, 0.007, 0.043, 0.084, -0.574, -0.031, 0.060, 0.019, 0.098, 0.112, 0.087, 0.082, 0.102, 0.108, -0.048, 0.010, -0.642, 0.128, 0.016, 0.001, 0.053, 0.069, 0.090, 0.097, 0.099, 0.102, -0.017, 0.017, -0.632, 0.148, 0.010, -0.077, 0.101, 0.096, 0.098, 0.095, 0.108, 0.078, -0.023, -0.499, 0.080, -0.011, 0.052, 0.080, 0.076, 0.093, 0.076, 0.091, -0.008, -0.497, 0.095, -0.024, 0.053, 0.075, 0.092, 0.089, 0.071, 0.072, -0.030, -0.498, 0.083, -0.008, 0.081, 0.061, 0.074, 0.098, 0.092, 0.080], "relative_energy_kcal_mol": 4.4, "lumo_ev": [-5.756, -5.248], "total_charge": 1, "gap_ev": [6.0, 6.5], "spin_multiplicity": 3}